The following is a quantum chemistry calculation of a 2-piece molecular cluster, C4H11NO2 overall in a non-equilibrium geometry, from OMol25.

XYZ file:
```
18
Properties=species:S:1:pos:R:3:forces:R:3
O -2.741 -0.948 -0.501 -0.2 0.4 -0.2
O -1.388 3.228 -0.531 0.7 -0.6 -0.4
N -0.695 -0.314 -1.161 0.0 0.1 0.6
C 1.243 -0.333 0.381 0.5 -0.7 1.3
C 0.016 -1.061 -0.190 0.6 -0.4 0.0
C -2.104 -0.205 -1.189 0.0 -0.2 -0.1
C 1.658 -1.052 1.682 -0.3 1.1 1.1
H -0.200 0.219 -1.877 0.3 -0.1 0.2
H 0.834 -1.230 2.384 -0.2 -0.8 -0.6
H -0.614 3.374 0.028 -0.3 0.2 0.3
H 2.160 -0.331 2.336 0.6 0.1 -0.5
H -0.963 3.129 -1.397 -0.4 0.3 0.0
H 2.163 -0.395 -0.185 -0.3 0.5 -0.9
H 0.971 0.679 0.664 0.0 0.2 -0.4
H -2.416 0.554 -1.913 -0.5 -0.1 0.1
H -0.578 -1.440 0.643 -0.7 0.5 -0.4
H 2.344 -1.874 1.514 -0.3 -0.3 0.1
H 0.310 -2.000 -0.688 0.4 -0.1 -0.2
```
Positions in Å, forces in eV/Å.

Energy relative to the best compared isomer or geometry (same formula, charge and spin) (kJ/mol): 114.2
Total energy (Ha): -363.884896
Net charge: +1
E_HOMO (alpha / beta) (eV): -15.48 / -15.46
Spin multiplicity: 2
Kohn-Sham gap (alpha / beta) (eV): 11.722 / 6.426

---

The following is a quantum chemistry calculation of a 3-piece molecular cluster, C4H11NO2 overall in a non-equilibrium geometry, from OMol25.

XYZ file:
```
18
Properties=species:S:1:pos:R:3:forces:R:3
O -0.817 -0.541 -3.711 1.5 0.0 -2.4
O -2.683 0.392 3.895 0.7 0.5 -1.2
N 0.729 -0.980 0.985 -3.0 1.8 -1.4
C 1.101 0.652 -0.827 -1.8 1.5 0.0
C -0.362 -0.650 1.663 2.2 -0.6 0.4
C 1.961 1.399 -1.761 1.0 0.6 1.1
C 1.320 -0.509 -0.212 2.5 -3.5 1.8
H 2.125 -1.187 -0.569 -0.3 0.7 0.7
H 0.149 0.969 -0.471 -0.7 1.6 -0.1
H -0.697 -0.256 -2.834 -1.0 -0.1 1.4
H -3.425 0.589 3.310 -0.1 -0.2 0.5
H 1.528 2.188 -2.390 -0.5 -0.9 -0.1
H -0.829 -1.498 2.208 0.0 0.3 -0.7
H 2.694 2.062 -1.187 -0.7 -1.1 -0.1
H 2.570 0.642 -2.232 0.3 0.2 -0.8
H -2.984 -0.146 4.613 -0.5 -0.4 0.6
H -1.593 -1.001 -4.023 -0.5 0.0 1.0
H -0.762 0.341 2.031 0.8 -0.6 -0.7
```
Positions in Å, forces in eV/Å.

Energy relative to the best compared isomer or geometry (same formula, charge and spin) (kJ/mol): 275.3
Total energy (Ha): -363.823523
Net charge: +1
E_HOMO (alpha / beta) (eV): -14.54 / -14.54
Spin multiplicity: 2
Kohn-Sham gap (alpha / beta) (eV): 8.583 / 6.715

---

The following is a quantum chemistry calculation of a 2-piece molecular cluster, C4H11NO2S overall in a non-equilibrium geometry, from OMol25.

XYZ file:
```
19
Properties=species:S:1:pos:R:3:forces:R:3
S -2.383 0.489 -0.465 -0.2 0.8 0.9
O 2.175 -0.533 2.395 -1.3 0.4 1.3
O -0.546 -2.252 0.706 1.5 2.2 -1.4
N 1.561 -0.059 0.304 1.8 1.0 1.3
C 1.294 1.033 -0.738 -0.2 -2.4 0.9
C -1.061 0.964 -1.633 -2.0 -2.4 -2.1
C 0.269 0.269 -1.622 -0.3 -0.4 1.8
C 1.439 0.156 1.732 2.0 1.1 -3.0
H 0.316 -1.791 0.399 -2.0 -1.0 0.9
H 2.168 1.311 -1.357 -0.1 -0.4 0.8
H -0.253 -3.060 1.078 0.4 -1.3 0.6
H 0.709 0.325 -2.608 -0.3 -1.0 -0.5
H -2.238 -0.813 -0.257 0.5 -0.4 -0.3
H 0.952 1.954 -0.237 -0.2 -0.5 -0.1
H -1.608 0.755 -2.615 1.2 1.0 1.0
H 0.092 -0.757 -1.051 0.7 1.9 -2.5
H 2.423 -0.674 0.143 -1.7 1.4 0.3
H 0.828 1.124 1.982 0.6 -2.0 0.1
H -0.865 1.959 -1.395 -0.4 2.0 -0.2
```
Positions in Å, forces in eV/Å.

Energy relative to the best compared isomer or geometry (same formula, charge and spin) (kJ/mol): 228.7
Total energy (Ha): -762.362226
SMILES string: O=CNCCCS.O
E_HOMO (eV): -8.74
Kohn-Sham gap (eV): 9.544

---

The following is a quantum chemistry calculation of a 2-piece molecular cluster, C4H11NO2S overall in a non-equilibrium geometry, from OMol25.

XYZ file:
```
19
Properties=species:S:1:pos:R:3:forces:R:3
S 1.234 -1.584 -1.538 -0.1 0.2 0.1
O 2.086 1.909 1.665 0.6 0.3 -0.6
O -1.913 -1.607 0.167 -0.5 0.1 -0.2
N -0.623 0.970 0.949 -1.9 0.5 -1.4
C -1.746 -0.635 -0.498 0.9 -0.3 -0.1
C -0.471 0.215 -0.274 0.3 1.6 1.5
C -1.011 2.371 0.845 1.0 1.5 0.1
C 0.792 -0.691 -0.069 1.1 -0.1 -0.8
H -0.285 0.985 -1.025 0.0 -0.5 -0.4
H -0.744 2.892 1.771 0.3 -0.1 -0.2
H -2.386 -0.279 -1.324 -0.3 -0.1 0.1
H 0.702 -1.317 0.779 -1.0 -1.0 0.7
H 2.135 1.729 2.608 -0.4 -0.2 -0.1
H -1.329 0.602 1.567 0.5 -1.1 0.8
H 1.266 1.607 1.266 0.0 0.0 0.9
H 1.671 -0.118 0.238 -0.1 0.5 -0.6
H 0.056 -2.218 -1.686 0.1 -0.2 0.0
H -0.589 2.903 -0.012 0.5 -0.3 0.2
H -2.062 2.567 0.753 -1.0 -0.6 -0.1
```
Positions in Å, forces in eV/Å.

Energy relative to the best compared isomer or geometry (same formula, charge and spin) (kJ/mol): 198.7
Total energy (Ha): -762.049862
Net charge: +1
E_HOMO (alpha / beta) (eV): -14.89 / -13.53
Spin multiplicity: 2
Kohn-Sham gap (alpha / beta) (eV): 10.607 / 4.510

---

The following is a quantum chemistry calculation of C4H11NO3 as an isolated structure in a non-equilibrium geometry, from OMol25.

XYZ file:
```
19
Properties=species:S:1:pos:R:3:forces:R:3
O 0.501 -2.161 -2.926 0.0 0.0 0.4
O 1.976 -1.915 -0.985 -0.4 0.1 -0.1
O -2.419 1.053 2.221 0.5 -0.1 -0.3
N -1.065 1.081 0.156 -0.1 0.5 -0.1
C 0.181 0.851 0.871 0.2 0.0 -1.0
C 1.267 0.246 -0.046 -1.2 -0.3 -0.9
C 1.287 -1.281 0.051 1.8 -0.6 0.1
C -2.171 1.599 1.021 -0.9 -0.2 0.3
H 1.861 -1.525 0.964 -0.4 0.0 0.4
H 0.277 -1.694 0.200 -0.3 0.3 -0.1
H -0.251 -1.768 -2.472 -0.3 0.0 -0.3
H -0.007 0.165 1.697 0.2 0.2 0.6
H 0.996 0.415 -1.099 -0.1 0.4 0.1
H -3.060 1.470 0.335 0.1 0.4 -0.1
H -1.400 0.280 -0.364 0.3 -0.3 0.3
H 0.499 1.846 1.202 0.0 -0.1 0.5
H 2.263 0.689 0.050 0.0 -0.2 0.4
H 1.237 -2.053 -1.976 0.3 -0.1 -0.1
H -1.973 2.703 1.100 0.1 0.0 -0.1
```
Positions in Å, forces in eV/Å.

Energy relative to the best compared isomer or geometry (same formula, charge and spin) (kJ/mol): 49.9
Total energy (Ha): -439.377936
Net charge: -2
E_HOMO (eV): 0.19
Kohn-Sham gap (eV): 6.730

---

The following is a quantum chemistry calculation of a 2-piece molecular cluster, C4H11NO3 overall in a non-equilibrium geometry, from OMol25.

XYZ file:
```
19
Properties=species:S:1:pos:R:3:forces:R:3
O 2.192 0.725 0.974 0.3 -0.1 -0.9
O -1.614 -2.267 1.672 0.2 0.1 -0.1
O 1.413 2.518 -1.240 -0.1 -0.1 -1.1
N 0.304 -0.194 -0.236 -0.2 0.0 0.8
C 1.298 -0.375 0.826 0.7 -0.1 0.2
C -1.075 -0.418 0.268 1.5 -0.1 -1.0
C -1.130 -1.882 0.633 -0.9 -0.3 1.4
C -2.096 -0.208 -0.864 -0.1 0.0 0.7
H -0.787 -2.655 -0.060 0.4 0.2 -0.7
H 1.874 -1.275 0.593 0.1 0.0 0.1
H 2.320 2.677 -1.502 0.2 0.0 -0.3
H 1.409 2.763 -0.331 -0.1 0.2 1.3
H -1.605 -0.311 -1.827 0.0 -0.1 -0.1
H -2.865 -0.971 -0.735 -0.2 0.1 -0.4
H 2.809 0.693 0.218 -0.4 0.1 0.5
H 0.918 -0.501 1.849 -0.6 0.0 -0.4
H 0.435 0.741 -0.600 -0.2 0.1 -0.2
H -1.220 0.174 1.174 -0.6 -0.1 0.0
H -2.580 0.765 -0.813 0.1 0.1 0.0
```
Positions in Å, forces in eV/Å.

Energy relative to the best compared isomer or geometry (same formula, charge and spin) (kJ/mol): 214.6
Total energy (Ha): -439.444196
SMILES string: C[C@@H](C=O)NCO.O
E_HOMO (eV): -9.31
Kohn-Sham gap (eV): 9.771

---

The following is a quantum chemistry calculation of a 2-piece molecular cluster, C4H11NO3 overall in a non-equilibrium geometry, from OMol25.

XYZ file:
```
19
Properties=species:S:1:pos:R:3:forces:R:3
O -1.604 -1.464 1.746 -0.1 -0.1 -0.5
O 2.189 2.472 -2.641 0.4 0.9 1.1
O 0.066 -0.804 3.056 1.7 0.4 -0.8
N -0.220 0.687 0.193 0.1 -0.1 -0.1
C 0.394 -0.545 0.701 -0.1 0.1 0.1
C -0.497 -1.017 1.839 -0.3 0.5 1.3
C -1.513 0.572 -0.456 -1.6 -0.4 1.3
C 0.580 -1.689 -0.311 -0.5 0.6 -0.3
H -0.191 -2.442 -0.162 0.1 -0.2 0.0
H -0.522 -0.593 3.769 -1.1 -0.3 0.3
H -2.311 1.021 0.169 0.5 0.4 -0.1
H 0.393 -1.247 -1.295 0.3 -0.3 -0.1
H 2.013 3.279 -2.105 0.2 -0.9 -0.6
H -1.658 1.000 -1.439 0.6 0.0 -0.3
H 1.321 -0.155 1.126 0.1 -0.6 0.0
H 1.402 2.349 -3.153 -0.7 -0.1 -0.5
H 1.569 -2.136 -0.284 0.0 0.0 0.1
H 0.487 1.162 -0.345 -0.2 0.2 -0.2
H -1.897 -0.451 -0.407 0.5 -0.2 -0.7
```
Positions in Å, forces in eV/Å.

Energy relative to the best compared isomer or geometry (same formula, charge and spin) (kJ/mol): 154.8
Total energy (Ha): -439.466965
SMILES string: CN[C@H](C)C(=O)O.O
E_HOMO (eV): -8.89
Kohn-Sham gap (eV): 9.494

---

The following is a quantum chemistry calculation of a 2-piece molecular cluster, C4H11NO3 overall in a non-equilibrium geometry, from OMol25.

XYZ file:
```
19
Properties=species:S:1:pos:R:3:forces:R:3
O 0.615 0.704 -1.316 -2.7 -2.8 -1.6
O 1.435 2.631 0.031 -0.4 -1.2 -0.5
O -1.740 -1.633 -1.490 1.0 2.1 1.8
N 0.048 -0.740 1.564 -1.6 -2.6 -1.4
C 0.841 -0.591 -0.679 4.4 3.9 -1.8
C 0.199 0.705 1.996 3.8 -1.8 -0.7
C -0.160 -1.045 0.182 -1.3 4.3 5.7
C -1.570 -0.877 -0.219 -2.5 -4.3 -0.4
H 1.637 3.405 -0.476 0.3 0.9 -0.2
H 1.826 -0.485 -0.160 -0.7 -0.7 -0.3
H 0.931 -1.178 -1.572 0.4 -1.2 -0.3
H -0.259 -1.539 2.193 -0.4 2.2 -0.7
H -2.297 -1.343 0.477 0.4 0.8 0.0
H -0.840 -1.290 -1.598 -0.2 -1.1 -3.3
H 0.581 0.630 3.015 -0.4 0.4 -0.1
H 1.034 1.582 -1.099 1.2 1.0 2.8
H -0.612 1.386 1.824 -0.9 -0.3 -0.2
H 1.051 1.042 1.347 -0.7 0.6 0.7
H -1.727 0.201 -0.365 0.3 0.0 0.2
```
Positions in Å, forces in eV/Å.

Energy relative to the best compared isomer or geometry (same formula, charge and spin) (kJ/mol): 855.4
Total energy (Ha): -439.200124
E_HOMO (eV): -7.90
Kohn-Sham gap (eV): 4.595